Here is C3H6N2 in the gas phase from the OMol25 dataset. Energies are from wB97M-V/def2-TZVPD.

The geometry in XYZ format:
```
11
Properties=species:S:1:pos:R:3
N -1.73 -0.40 0.31
N -0.93 0.35 -0.71
C 0.21 0.72 0.05
C 1.62 0.45 -0.34
C 0.98 -0.54 0.29
H -1.75 0.35 0.97
H -1.09 -1.13 0.59
H -0.57 -0.30 -1.45
H -0.10 1.27 0.93
H 2.19 0.78 -1.15
H 1.16 -1.55 0.50
```

- LUMO level: 1.0655 eV
- HOMO level: -9.0 eV
- Relative energy (zero: lowest compared OMol25 entry of this formula, charge and spin): 493.23 kJ/mol
- Frontier orbital gap: 10.06 eV
- SMILES: NNC1C=C1
- Largest force on an atom: 4.9 eV Å⁻¹

=====

Here is a gas-phase ion, C3H6N2 (charge +2) from the OMol25 dataset. Energies are from wB97M-V/def2-TZVPD.

The geometry in XYZ format:
```
11
Properties=species:S:1:pos:R:3
C -2.58 0.14 0.21
C -0.90 0.47 0.75
C 0.01 -0.12 -0.14
N -3.72 -0.17 0.06
N 1.40 -0.06 0.47
H -4.77 -0.16 0.19
H -0.47 0.74 -0.76
H 0.02 -1.07 -0.73
H 2.24 0.11 -0.18
H 1.66 -0.95 0.91
H 1.43 0.55 1.23
```

- LUMO level: -11.2747 eV
- HOMO level: -21.0 eV
- Relative energy (zero: lowest compared OMol25 entry of this formula, charge and spin): 224.20 kJ/mol
- Total charge: +2
- Frontier orbital gap: 9.73 eV
- Largest force on an atom: 4.6 eV Å⁻¹